Record 1
{"formula": "C7H13N2", "method": "the ωB97M-V functional and the def2-TZVPD basis", "species": ["H", "N", "C", "C", "C", "C", "N", "C", "C", "C", "H", "H", "H", "H", "H", "H", "H", "H", "H", "H", "H", "H"], "xyz": [[1.8254, 1.0690, 2.5768], [0.9169, 0.8192, 2.9342], [0.1282, 0.0647, 2.3796], [-1.1900, -0.3081, 2.9202], [0.4932, -0.7342, 0.9154], [0.3415, -0.2625, -0.4855], [1.2713, 0.3392, -1.1613], [0.9050, 0.6828, -2.5217], [-0.6150, 0.4638, -2.5457], [-0.8914, -0.3997, -1.3020], [-1.9739, -0.1860, 2.1749], [-1.4052, 0.3105, 3.7881], [-1.1798, -1.3528, 3.2338], [-0.1146, -1.6325, 1.0219], [1.5435, -0.9837, 1.0852], [2.2041, 0.5254, -0.8143], [1.4334, 0.0221, -3.2161], [1.1944, 1.7115, -2.7414], [-0.9375, -0.0215, -3.4625], [-1.1376, 1.4163, -2.4659], [-1.7824, -0.0895, -0.7544], [-1.0294, -1.4540, -1.5594]], "atomic_forces_ev_per_a": [[0.09, -0.22, -0.46], [0.50, 0.92, 1.24], [0.00, -0.51, -2.87], [-0.43, -0.11, 0.35], [0.31, -0.15, 0.99], [-0.06, 0.74, 1.29], [-0.19, -0.33, 0.59], [-0.13, 0.21, -0.97], [0.00, 0.05, 0.03], [-0.15, 0.04, -0.37], [-0.05, -0.01, -0.06], [-0.03, -0.02, -0.02], [-0.05, -0.07, -0.04], [0.14, -0.16, -0.19], [-0.07, -0.15, -0.09], [-0.05, -0.12, 0.17], [-0.01, 0.08, 0.11], [0.01, -0.10, 0.05], [0.01, 0.04, 0.01], [0.04, -0.03, -0.01], [0.09, -0.07, 0.11], [0.04, -0.04, 0.11]], "mulliken_charge": [0.226, -0.568, 0.898, -1.230, -1.422, 0.632, -0.085, -0.584, -0.545, -0.355, 0.319, 0.346, 0.336, 0.374, 0.497, 0.258, 0.330, 0.326, 0.323, 0.306, 0.250, 0.366], "e_tot_ev": -10442.950, "relative_energy_kj_mol": 120.42, "smiles": "[H]/N=C(/C)CC1=[NH+]CCC1", "gap_ev": 9.12, "charge": 1}

Record 2
{"formula": "C7H13N2O", "method": "the ωB97M-V functional and the def2-TZVPD basis", "species": ["C", "C", "C", "N", "C", "C", "C", "N", "C", "O", "H", "H", "H", "H", "H", "H", "H", "H", "H", "H", "H", "H", "H"], "xyz": [[1.4391, 1.7005, -0.7809], [0.2566, 1.0379, -0.1672], [-0.9180, 1.5214, 0.3363], [-1.6217, 0.8224, 1.2227], [-1.6027, -0.4551, 1.2160], [-0.9902, -1.1179, -0.0093], [-1.6883, -0.9409, -1.3772], [0.3521, -0.4615, 0.0020], [1.2318, -0.8817, 1.1244], [2.5471, -0.5253, 0.7926], [1.1553, 2.6417, -1.0931], [1.6778, 1.1179, -1.7991], [2.2100, 1.8023, -0.0694], [-1.1569, 2.5216, 0.1140], [-1.9626, -1.0522, 2.0564], [-0.8352, -2.1586, 0.1685], [-2.6696, -0.3391, -1.3560], [-2.0419, -1.8986, -1.7336], [-0.9930, -0.5210, -2.0738], [0.6451, -0.7200, -0.9477], [0.7432, -0.3192, 1.9642], [1.2490, -1.9851, 1.0567], [2.9732, 0.2105, 1.3535]], "atomic_forces_ev_per_a": [[-1.01, -2.93, -2.50], [-1.67, -0.45, 1.01], [3.23, 0.12, -2.16], [-1.30, -2.01, 2.21], [-0.95, 0.51, -0.77], [-0.70, 0.69, 0.98], [-2.02, 0.52, 0.94], [-0.23, 0.93, -2.54], [1.02, 0.25, -0.50], [0.63, 1.54, 1.46], [-0.65, 2.19, -0.61], [0.21, 1.21, 2.40], [1.28, -0.15, 0.28], [-0.52, 1.17, 0.10], [-0.18, 0.32, -0.20], [0.32, -0.73, 0.19], [1.82, -0.42, 0.19], [0.31, -0.36, -0.11], [0.14, 0.32, -0.69], [1.21, -0.34, 0.51], [0.91, -1.16, -0.10], [-0.52, 0.46, 0.97], [-1.34, -1.72, -1.07]], "mulliken_charge": [-1.240, 0.508, -0.611, -0.331, -0.399, 0.386, -1.209, -0.215, -0.297, -0.550, 0.495, 0.280, 0.221, 0.474, 0.362, 0.567, 0.305, 0.378, 0.319, 0.449, 0.370, 0.346, 0.391], "e_tot_ev": -12488.358, "relative_energy_kj_mol": 355.10, "smiles": "CC1=CN=C[C@@H](C)[N@@H+]1CO", "gap_ev": 9.21, "charge": 1}